This record from the OMol25 dataset describes the ion C5H12NO with charge +1 at a distorted geometry. The level of theory is the ωB97M-V functional and the def2-TZVPD basis.

Calculated values
2S+1   1
HOMO-LUMO gap   11.494 eV
ΔE to the lowest compared entry with this formula, charge and spin   45.0 kcal/mol
LUMO level   -3.511 eV
Net charge   +1
DFT total energy   -8908.677 eV
HOMO level   -15.005 eV

Last column: natural (NBO) charge in e.
Geometry (Å):
C (1.1852, 1.4977, -0.3806)  -0.078
O (-0.2132, 1.8853, -0.2511)  -0.666
C (1.3506, 0.0054, -0.8383)  -0.452
C (0.6046, -1.2704, -0.3797)  -0.388
C (-0.1662, -1.0788, 0.9565)  -0.256
C (-2.4238, -0.6101, 0.4781)  0.041
N (-1.2864, -0.1705, 0.8341)  -0.456
H (1.7589, 1.7378, 0.5164)  0.201
H (1.6266, 2.1282, -1.1568)  0.225
H (-0.3792, 2.8077, -0.0010)  0.543
H (1.0749, 0.0947, -1.8925)  0.232
H (2.4031, -0.1756, -0.6019)  0.243
H (1.3981, -2.0001, -0.2514)  0.247
H (-0.1448, -1.5536, -1.1264)  0.216
H (0.5820, -0.7318, 1.6759)  0.225
H (-0.6470, -2.0629, 1.0725)  0.213
H (-3.2777, 0.0484, 0.4092)  0.210
H (-2.6473, -1.6910, 0.5801)  0.188
H (-0.7983, 1.1397, 0.3569)  0.512